Computed, not measured: a 2-piece molecular cluster, C10H16O overall at a distorted geometry, with ωB97M-V with the def2-TZVPD basis set.

Each line ends with the natural charge from an NBO analysis.
CARTESIAN COORDINATES (ANGSTROEM)
C: -1.555 -0.032 3.438  -0.63
C: -0.453 -0.289 2.385  -0.03
C: 0.127 -1.581 2.350  -0.21
C: 1.223 -1.841 1.555  -0.28
C: 1.684 -0.820 0.681  0.29
O: 2.713 -1.093 -0.158  -0.66
C: 0.950 0.320 0.586  -0.26
C: -0.043 0.679 1.509  -0.20
H: -2.506 0.057 2.912  0.22
H: -1.226 0.937 3.789  0.22
H: -1.619 -0.854 4.137  0.21
H: -0.149 -2.194 3.201  0.21
H: 1.547 -2.836 1.263  0.21
H: 3.136 -1.855 0.145  0.47
H: 1.203 1.029 -0.192  0.21
H: -0.447 1.670 1.366  0.22
C: -1.256 1.074 -1.682  -0.61
C: -0.660 0.304 -2.874  -0.40
C: 0.672 0.843 -3.360  -0.61
H: -0.517 1.551 -1.068  0.20
H: -1.984 0.403 -1.216  0.21
H: -1.971 1.824 -2.045  0.20
H: -0.666 -0.772 -2.695  0.20
H: -1.354 0.409 -3.706  0.19
H: 0.976 0.331 -4.270  0.21
H: 0.715 1.930 -3.455  0.20
H: 1.461 0.805 -2.596  0.20

Forces on the atoms, in the same order (eV/Å):
1.09 0.26 -2.06
-0.95 -1.14 1.28
0.52 1.37 0.92
-0.28 0.51 -1.45
-1.11 -1.80 0.74
-0.76 2.22 -1.08
0.54 1.65 -0.02
0.76 -0.88 -1.35
-0.12 0.14 0.20
-0.66 0.09 1.07
0.11 0.24 0.47
-0.20 -0.66 -0.55
0.31 -0.19 0.89
1.12 -1.94 0.64
0.27 0.04 0.07
-0.42 -0.03 0.47
-1.56 -0.44 -1.39
-0.40 0.64 -0.25
0.73 0.28 0.92
-0.04 -0.11 0.51
0.66 -0.01 0.90
0.57 0.40 -0.16
0.52 0.01 0.25
-0.21 0.02 -0.14
0.29 0.23 -0.01
-0.80 0.08 -0.79
-0.01 -1.00 -0.06

Results
F_max   0.05030 Eh/bohr
E_tot   -12675.86240 eV
Structure (SMILES)   Cc1ccc(O)cc1.CCC
Net charge   0
HOMO energy   -8.389 eV
HOMO-LUMO gap   9.28 eV